DFT (ωB97M-V/def2-TZVPD) results for the ion C3H8NOS with charge +1.

Each line ends with the Löwdin charge.
CARTESIAN COORDINATES (ANGSTROEM)
1 C -1.69191 -0.10776 -0.48724  0.04
2 C -0.14355 -0.06248 0.17163  -0.66
3 N 0.92095 -0.25456 -0.83404  0.13
4 S 0.30618 -1.34448 1.51574  0.89
5 C 0.27827 1.15852 0.98438  -0.26
6 O 1.38730 1.64071 0.82263  0.06
7 H -1.83731 -1.20176 -0.69780  0.10
8 H -2.41925 0.19416 0.24745  0.08
9 H -1.46427 0.41236 -1.38375  0.06
10 H 0.69418 0.04642 -1.74261  0.14
11 H 1.63182 0.48580 -0.46904  0.16
12 H 1.31620 -1.28769 -0.84040  0.21
13 H 1.57302 -1.28155 1.17283  -0.12
14 H -0.55163 1.60230 1.54022  0.15

Values from the calculation:
E_LUMO, eV: -4.2
Relative energy (zero: lowest compared OMol25 entry of this formula, charge and spin), eV: 1.2819
E_HOMO, Ha: -0.53301
SMILES string: C[C@]([NH3+])(S)C=O
Net charge: +1
Multiplicity: 1
Frontier orbital gap, eV: 10.34
Max |F|, eV Å⁻¹: 5.04
Total energy, eV: -17605.150

***

DFT (ωB97M-V/def2-TZVPD) results for a cluster of 2 separate species, C3H8NP in total.

Each line ends with the Mulliken spin population.
CARTESIAN COORDINATES (ANGSTROEM)
1 C -1.08071 0.37878 0.65507  0.02
2 C -1.06080 0.03903 -0.86941  -0.02
3 C -0.70626 -0.95140 0.15414  0.85
4 N 1.76969 -1.13758 0.02781  0.64
5 P 2.48400 0.24475 -0.20064  0.31
6 H -0.45298 1.16267 0.96236  0.01
7 H -2.02226 0.42677 1.17437  0.03
8 H -2.07749 -0.19273 -1.25216  0.03
9 H -0.34028 0.64418 -1.35254  0.02
10 H -1.01395 -2.02997 0.39944  0.02
11 H 2.11974 -1.86858 0.63387  -0.02
12 H 1.31547 0.56362 -0.95443  0.02
13 H 2.39830 1.18507 0.83614  0.09

Values from the calculation:
⟨S²⟩: 2.012
E_LUMO (spin up / spin down), eV: 1.2 / -1.4
Relative energy (zero: lowest compared OMol25 entry of this formula, charge and spin), eV: 2.4136
E_HOMO (spin up / spin down), Ha: -0.24845 / -0.35907
Net charge: 0
Multiplicity: 3
Frontier orbital gap (spin up / spin down), eV: 7.97 / 8.41
Max |F|, eV Å⁻¹: 3.27
Total energy, eV: -14012.972